No. 1
This record from the OMol25 dataset describes C12H15PS in the gas phase in a non-equilibrium geometry. The level of theory is ωB97M-V/def2-TZVPD.

```
29
Properties=species:S:1:pos:R:3:forces:R:3
S 2.287 3.354 2.338 -0.634 -0.444 -0.370
P 1.208 1.869 1.566 0.228 -0.623 0.871
C -3.155 1.364 -0.111 0.719 -0.523 -0.589
C -0.419 1.572 2.382 0.240 0.362 -5.749
C -1.731 1.268 0.214 -2.613 0.233 1.099
C -3.487 1.479 -1.461 2.257 0.808 1.065
C 1.901 -0.878 1.112 -2.493 -2.786 1.315
C -2.485 1.606 -2.425 -0.522 -0.975 -0.951
C 2.106 -0.668 -0.358 0.393 -0.052 -1.366
C -1.513 1.289 1.664 1.294 -0.100 0.059
C -1.178 1.390 -2.109 2.394 -0.391 -1.760
C 2.035 0.212 2.095 0.410 2.706 -0.284
C -0.838 1.225 -0.792 0.423 0.402 -0.103
C 1.567 -1.941 -1.042 1.139 -0.379 -0.833
H 2.433 -1.832 1.518 -0.432 1.600 -0.932
H 0.482 -2.097 -0.854 0.556 0.528 -0.599
H -2.662 1.656 -3.513 -0.521 0.265 0.789
H 1.902 -2.044 -2.145 -0.893 0.149 1.797
H -3.947 1.290 0.692 1.157 0.234 -1.019
H -0.456 1.540 3.362 -0.087 -0.059 4.792
H -2.402 1.014 2.168 -0.751 -0.111 0.828
H 1.522 0.101 3.035 -0.097 -0.746 0.377
H -0.473 1.292 -3.011 -0.708 0.300 1.821
H 1.486 0.101 -0.858 0.595 0.417 1.005
H -4.420 1.698 -1.809 -2.747 0.072 -0.404
H 2.022 -2.721 -0.454 0.282 -0.935 -0.312
H 3.052 0.508 2.331 0.300 -0.021 -0.123
H 3.201 -0.462 -0.553 -1.152 -0.312 -0.183
H 0.802 -1.219 1.220 1.264 0.383 -0.240
```
Positions in Å, forces in eV/Å.

LUMO (spin up / spin down) (eV): -1.530 / -0.768
Max |F| (Eh/bohr): 0.1121
Energy above the lowest of the compared OMol25 structures with the same formula, charge and spin (eV): 3.594
HOMO-LUMO gap (spin up / spin down) (eV): 7.210 / 7.365

No. 2
This record from the OMol25 dataset describes a molecular structure, C12H16AlClF2NSSi in a non-equilibrium geometry. The level of theory is ωB97M-V/def2-TZVPD.

```
35
Properties=species:S:1:pos:R:3:forces:R:3
Cl -2.832 -3.646 1.564 -0.098 0.800 -0.667
S -1.973 -1.871 -3.788 -0.784 0.304 0.955
Si 0.388 1.381 0.218 0.237 -0.125 -0.173
Al -2.544 -1.943 0.081 0.420 -0.951 0.832
F -2.433 -0.162 2.264 -0.469 0.762 -1.218
F -4.398 -0.082 1.098 1.280 0.303 0.269
N -3.607 -2.258 -1.510 1.068 1.110 -0.689
C 3.625 -2.223 -0.330 -1.121 1.579 0.338
C 2.492 -2.156 -1.293 0.102 2.117 2.016
C 0.173 1.529 2.106 0.103 -0.501 -0.091
C -2.933 -1.980 -2.462 -0.140 -1.167 -0.301
C 3.808 -1.202 0.743 -2.821 0.133 -2.155
C 1.484 -1.058 -1.173 2.363 -0.514 1.555
C 2.785 -0.139 0.827 0.268 -1.674 -1.303
C 1.626 -0.059 -0.090 1.676 -1.498 -0.416
C -1.241 1.049 -0.747 -0.191 0.637 -0.354
C -2.954 -0.138 0.942 -0.988 -0.385 -0.864
C 1.147 3.060 -0.360 0.025 0.503 0.273
C -2.569 1.144 0.119 0.523 0.677 0.841
H 0.051 0.473 2.503 0.004 1.351 -0.220
H 1.122 1.981 2.521 -1.147 -0.340 -0.226
H -1.306 1.892 -1.510 0.087 -0.967 0.789
H 1.261 3.126 -1.477 0.019 -0.055 1.054
H 2.142 3.246 0.154 -1.025 -0.293 -0.735
H -3.419 1.472 -0.548 0.711 -0.763 0.823
H 2.362 -2.912 -2.107 0.267 0.729 0.968
H 4.385 -3.050 -0.381 -1.004 0.901 -0.129
H 0.470 3.910 -0.026 0.645 -0.945 -0.431
H 4.646 -1.228 1.481 -0.820 -0.122 -0.890
H -2.405 1.991 0.864 -0.428 -0.845 -0.795
H 2.897 0.636 1.626 -0.162 -0.797 -0.794
H -0.742 2.145 2.331 1.064 -0.597 0.091
H -1.125 0.108 -1.347 -0.405 0.757 0.618
H 0.630 -1.012 -1.901 1.001 -0.120 0.922
H -1.014 -2.025 -0.395 -0.259 -0.007 0.106
```
Positions in Å, forces in eV/Å.

LUMO (eV): 2.871
Charge: -1
Max |F| (Eh/bohr): 0.0691
HOMO-LUMO gap (eV): 8.707

No. 3
This record from the OMol25 dataset describes C12H16BNO in the gas phase in a non-equilibrium geometry. The level of theory is ωB97M-V/def2-TZVPD.

```
31
Properties=species:S:1:pos:R:3:forces:R:3
O -2.387 -1.707 0.086 -1.538 0.158 1.164
N -2.062 0.410 0.848 0.699 -3.516 -2.069
C -0.636 0.949 -1.123 0.110 -0.643 0.209
C 2.697 0.985 2.321 -0.252 3.497 0.850
C 0.376 0.413 0.941 1.475 -3.943 -0.019
C 0.522 0.413 -2.021 0.829 0.501 2.722
C 1.611 1.930 2.360 0.703 -0.288 -0.573
C -0.856 0.052 0.164 1.661 2.649 -1.916
C -1.070 -1.360 -0.319 -0.770 -0.450 0.280
C 0.070 -0.888 -2.599 -0.107 -1.407 -1.965
C 2.698 -0.150 1.568 -1.877 -2.062 1.718
C 1.460 -0.508 1.001 0.549 1.122 -0.943
C -0.969 -1.719 -1.791 0.496 1.225 0.359
C 0.501 1.592 1.592 -0.084 1.301 1.903
B -2.898 -0.681 0.883 -1.298 -0.415 -0.506
H 3.334 -1.006 1.909 0.154 1.089 -1.121
H 1.495 -1.444 0.452 -0.635 -0.036 0.154
H -0.495 1.944 -0.736 0.057 0.588 -0.342
H -0.466 -1.974 0.266 1.381 -1.303 0.767
H 0.930 -1.507 -2.985 -0.717 0.474 0.708
H -3.971 -0.559 1.429 0.345 -0.758 -0.241
H 1.565 2.945 2.908 0.592 -2.059 -0.743
H 0.970 1.160 -2.724 -0.739 -0.732 0.364
H -0.776 -2.773 -1.836 0.175 -0.531 -0.209
H -2.122 1.201 1.325 -0.300 3.959 2.312
H 3.569 1.295 2.864 0.450 -0.230 0.372
H -0.492 -0.667 -3.500 0.068 0.183 -0.507
H -1.984 -1.573 -2.174 0.242 0.095 -0.171
H 1.348 0.171 -1.267 -0.723 0.561 -1.170
H -0.362 2.214 1.729 -0.354 0.497 -0.400
H -1.601 0.841 -1.572 -0.591 0.473 -0.989
```
Positions in Å, forces in eV/Å.

LUMO (eV): 0.731
Structure (SMILES): B1N[C@]2(c3ccccc3)CCCC[C@@H]2O1
Max |F| (Eh/bohr): 0.0893
Energy above the lowest of the compared OMol25 structures with the same formula, charge and spin (eV): 0.000
HOMO-LUMO gap (eV): 9.786

No. 4
This record from the OMol25 dataset describes a molecular structure, C12H16BrN2 in a non-equilibrium geometry. The level of theory is ωB97M-V/def2-TZVPD.

```
31
Properties=species:S:1:pos:R:3:forces:R:3
Br 2.832 0.189 -0.154 -0.127 0.172 0.006
N -0.506 -1.703 -0.575 -0.108 -0.028 -0.145
N 1.658 -3.211 0.350 0.376 -0.983 -0.366
C -0.371 0.387 -1.866 0.265 -0.012 0.085
C 0.393 1.313 2.579 -0.077 0.152 0.061
C -0.229 -0.288 -0.488 -0.499 -0.016 -0.493
C 1.058 0.033 0.320 0.182 -0.927 0.783
C 0.316 0.650 1.360 -0.720 0.123 -0.213
C -2.019 1.594 2.392 -0.135 -0.241 -0.464
C -0.093 1.887 -1.811 -0.190 -0.167 0.043
C -2.099 0.924 1.165 -0.314 0.165 0.289
C 1.652 -2.376 1.305 -0.679 1.833 -0.019
C -0.914 0.450 0.675 1.409 -0.048 0.209
C 0.505 -0.286 -2.921 -0.226 0.011 0.039
C -0.814 1.782 3.073 0.422 -0.036 0.109
H 2.175 -4.095 0.332 -0.100 0.245 0.049
H 1.318 1.450 3.115 0.090 0.043 0.061
H -3.045 0.806 0.660 -0.088 -0.027 -0.046
H -0.834 2.308 4.016 0.017 0.032 0.079
H -0.324 2.329 -2.776 0.010 0.082 -0.072
H 0.265 0.123 -3.899 0.017 0.010 -0.095
H 0.337 -1.359 -2.950 0.060 -0.093 -0.094
H -2.926 1.983 2.830 -0.063 0.056 0.045
H 2.244 -2.576 2.194 0.263 -0.421 -0.009
H 1.559 -0.102 -2.732 0.099 -0.010 -0.001
H -1.423 0.247 -2.145 0.012 -0.027 0.071
H 0.953 2.088 -1.594 0.129 0.057 0.017
H 1.076 -2.985 -0.466 0.018 -0.050 0.082
H -0.805 -2.056 0.328 0.015 -0.031 -0.036
H -1.234 -1.885 -1.257 -0.039 0.020 0.007
H -0.705 2.379 -1.059 -0.021 0.116 0.017
```
Positions in Å, forces in eV/Å.

LUMO (spin up / spin down) (eV): -5.136 / -5.137
Charge: +1
Max |F| (Eh/bohr): 0.0380
Energy above the lowest of the compared OMol25 structures with the same formula, charge and spin (eV): 1.833
HOMO-LUMO gap (spin up / spin down) (eV): 6.893 / 6.892

No. 5
This record from the OMol25 dataset describes a gas-phase ion, C12H16Cl2FN2 (charge +1) in a non-equilibrium geometry. The level of theory is ωB97M-V/def2-TZVPD.

```
33
Properties=species:S:1:pos:R:3:forces:R:3
Cl 1.832 3.429 -1.669 0.385 -3.032 0.628
Cl 3.935 -0.497 -0.237 -0.695 3.155 -0.781
F -1.792 -2.607 1.105 -1.134 2.098 -2.983
N 0.709 0.162 -3.024 0.321 0.687 3.555
N -0.237 -0.654 -3.565 -2.206 -0.800 4.550
C -0.020 -0.090 -0.416 -1.075 -0.616 -3.136
C -1.231 -1.098 -0.979 3.794 1.913 -2.239
C -2.356 -1.815 -0.012 -0.839 1.170 -1.019
C -3.350 -0.569 0.497 -0.422 0.458 0.748
C 0.152 0.210 1.192 0.976 -1.376 -0.528
C 4.537 2.565 -0.381 -0.642 0.038 0.515
C 2.182 1.622 -1.235 2.087 -1.666 0.741
C 3.501 1.277 -0.638 -2.999 2.023 -1.644
C -3.711 -0.636 2.095 -0.446 0.283 0.599
C 1.146 -0.994 1.790 0.321 -0.968 0.199
C 0.970 0.569 -1.592 -2.246 -1.898 0.516
C -1.222 -1.280 -2.642 1.834 1.496 2.140
H -4.378 -0.593 -0.101 2.382 -0.192 1.156
H -3.047 -2.456 -0.743 1.935 0.769 1.978
H -0.869 0.073 1.747 1.880 0.666 -1.415
H 3.937 3.391 0.237 1.159 -1.979 -1.379
H 0.565 -1.713 2.542 1.164 1.735 -1.765
H 2.069 -0.551 2.358 -1.894 -0.688 -1.119
H 0.702 1.221 1.408 -1.476 -1.807 -0.724
H 1.392 0.593 -3.722 -1.358 -0.903 1.054
H 1.585 -1.680 0.927 -1.068 1.528 1.826
H -4.338 -1.612 2.365 1.561 2.146 -0.623
H -2.084 -1.971 -3.091 2.394 1.810 0.695
H -2.877 0.492 0.279 -0.741 -2.292 0.360
H -4.384 0.308 2.382 1.415 -2.105 -0.838
H 5.464 2.278 0.276 -1.829 0.286 -1.605
H 4.830 3.091 -1.410 -0.576 -1.525 2.235
H -2.762 -0.554 2.806 -1.963 -0.415 -1.697
```
Positions in Å, forces in eV/Å.

LUMO (eV): -5.330
Charge: +1
Structure (SMILES): CCc1c([C@@H](F)CC)cn[nH+]c1/C(Cl)=C(/C)Cl
Max |F| (Eh/bohr): 0.0996
HOMO-LUMO gap (eV): 7.618

No. 6
This record from the OMol25 dataset describes C12H16ClN3O2 in the gas phase. The level of theory is ωB97M-V/def2-TZVPD.

```
34
Properties=species:S:1:pos:R:3:forces:R:3
Cl 1.457 -1.131 -1.922 -0.122 0.030 0.113
O 2.055 -2.691 0.416 0.022 -0.037 -0.084
O 0.475 -3.674 4.554 0.076 -0.043 0.189
N 0.107 1.559 -0.759 0.050 0.003 0.091
N 1.209 -1.300 1.990 0.136 -0.142 -0.472
N 0.591 -0.197 2.359 -0.308 0.335 0.483
C 1.513 -1.628 0.669 0.062 -0.052 0.272
C 1.586 -2.208 3.047 0.382 -0.264 0.490
C 0.471 0.539 0.060 0.442 -0.716 -0.094
C -0.438 -3.600 2.345 -0.199 -0.266 0.125
C -1.501 2.363 -3.021 -0.044 -0.270 0.022
C 0.506 -3.216 3.444 0.016 0.254 -0.415
C -2.107 2.048 -1.657 0.100 0.267 0.020
C 1.111 -0.637 -0.296 -0.067 0.313 -0.310
C -0.209 1.573 -3.199 0.050 0.257 0.070
C -1.095 2.335 -0.541 -0.500 -0.008 0.048
C 0.730 1.862 -2.028 0.220 -0.150 -0.464
C 0.234 0.667 1.476 -0.020 0.003 0.064
H -3.004 2.645 -1.489 -0.056 -0.021 0.034
H -0.838 3.402 -0.545 -0.036 -0.024 0.072
H -1.544 2.087 0.419 0.078 0.066 -0.019
H -1.079 -4.415 2.669 -0.013 0.001 0.050
H -2.210 2.114 -3.812 -0.006 0.081 -0.029
H -2.386 0.993 -1.617 -0.052 -0.039 0.053
H 0.968 2.934 -2.020 0.033 -0.046 -0.001
H -0.427 0.505 -3.228 0.034 -0.028 -0.032
H -1.288 3.433 -3.085 -0.025 0.074 -0.042
H -1.053 -2.742 2.077 -0.054 0.083 -0.076
H 0.133 -3.896 1.467 0.022 0.027 -0.110
H 0.282 1.846 -4.134 0.042 -0.028 -0.055
H 2.438 -2.794 2.679 -0.123 0.119 0.115
H 1.660 1.309 -2.125 -0.042 0.174 0.044
H -0.229 1.551 1.880 -0.045 0.112 -0.023
H 1.882 -1.633 3.926 -0.053 -0.064 -0.129
```
Positions in Å, forces in eV/Å.

LUMO (eV): 0.259
Structure (SMILES): CC(=O)Cn1ncc(N2CCCCC2)c(Cl)c1=O
Max |F| (Eh/bohr): 0.0165
Energy above the lowest of the compared OMol25 structures with the same formula, charge and spin (eV): 0.165
HOMO-LUMO gap (eV): 8.829

The highest max |F| belongs to which entry?
C12H15PS

What is the max |F| in the third record?
0.0893 Eh/bohr